43
Properties=species:S:1:pos:R:3:forces:R:3 method="wB97M-V/def2-TZVPD" e_homo_ev=-9.7 lumo_ev=0.36 spin_multiplicity=1 smiles=CC[C@H](F)[C@@H](COC)OC.CC#N.CC#N.CC#N homo_lumo_gap_ev=10.08
C 3.380973 0.625043 1.546067 0.21 0.00 -0.08
C 2.937147 1.924724 0.878614 -0.11 -0.03 0.29
C 1.997267 1.687499 -0.285117 0.16 -0.21 0.03
F 1.974554 2.824130 -1.094625 -0.02 0.14 -0.11
C 0.569229 1.339739 0.137435 0.22 0.11 -0.21
C -0.228533 2.600771 0.414301 0.09 0.16 0.01
O -1.300595 2.458776 1.324872 0.11 -0.05 0.18
C -2.077915 1.291576 1.181414 -0.36 0.04 0.08
O -0.083551 0.604186 -0.882113 -0.06 -0.05 0.11
C -0.034786 -0.803762 -0.746911 -0.02 -0.06 -0.15
H 4.117146 0.099727 0.935551 -0.04 -0.01 -0.07
H 2.558122 -0.067716 1.718322 -0.07 0.03 0.09
H 3.856083 0.837962 2.502303 -0.04 -0.05 0.06
H 3.816309 2.464006 0.529100 -0.02 0.07 -0.13
H 2.445820 2.567473 1.614324 -0.01 0.04 -0.02
H 2.380019 0.876158 -0.909983 -0.01 -0.06 -0.03
H 0.653256 0.743524 1.049775 -0.15 -0.05 0.10
H 0.437929 3.345650 0.847731 -0.08 0.07 0.06
H -0.581054 3.001892 -0.539251 -0.05 -0.10 -0.09
H -2.968637 1.428600 1.793664 0.01 0.05 0.05
H -2.396998 1.125874 0.150634 0.09 -0.04 -0.07
H -1.564131 0.403098 1.561314 0.07 -0.04 -0.14
H -1.025024 -1.191091 -0.495531 -0.05 0.00 0.07
H 0.274247 -1.244134 -1.693275 0.00 0.01 -0.04
H 0.677840 -1.127772 0.013228 0.06 0.02 0.04
C 2.989033 -3.080089 -3.956341 0.04 0.01 -0.21
C 2.621630 -3.110448 -2.549470 0.01 0.00 0.05
N 2.333111 -3.131776 -1.439279 0.01 -0.01 0.00
H 3.497782 -2.147606 -4.193449 -0.01 0.02 0.05
H 3.653607 -3.909307 -4.191100 0.00 -0.02 0.05
H 2.100092 -3.158994 -4.579521 -0.03 0.00 0.04
C -0.254075 -5.047694 -0.134063 0.23 0.04 0.16
C -1.482825 -5.153077 -0.904900 -0.04 -0.01 0.00
N -2.452544 -5.234761 -1.512563 -0.01 0.01 -0.03
H 0.307496 -5.979380 -0.176584 -0.06 -0.04 -0.05
H 0.380601 -4.253992 -0.524165 -0.02 0.01 -0.04
H -0.472001 -4.830524 0.910450 -0.10 0.00 -0.02
C -5.238918 3.831017 1.984480 0.23 0.18 0.02
C -6.313924 2.858106 1.867414 -0.03 -0.03 0.00
N -7.160217 2.089048 1.778294 -0.01 -0.02 0.00
H -4.625558 3.620889 2.859078 -0.03 -0.06 0.01
H -4.595398 3.802253 1.106690 -0.03 -0.05 -0.03
H -5.640752 4.837677 2.084064 -0.07 -0.03 -0.01

42
Properties=species:S:1:pos:R:3:forces:R:3 method="wB97M-V/def2-TZVPD" e_homo_ev=-9.5 lumo_ev=0.84 spin_multiplicity=1 de_lowest_kcal_mol=19.1 smiles="COCCCNC(=O)C(=O)NC1CCCCCC1" homo_lumo_gap_ev=10.31
C 2.479721 5.158750 0.072247 0.00 -0.02 -0.03
O 3.649797 4.824791 0.787461 0.13 -0.01 -0.13
C 3.432689 4.415358 2.114104 -0.13 -0.14 0.30
C 2.645900 3.106482 2.249025 0.32 0.20 -0.37
C 3.285019 1.996347 1.409019 -0.21 0.42 -0.10
N 2.412600 0.855415 1.273618 0.04 -0.36 0.27
C 1.409472 0.801662 0.393744 0.23 0.04 0.12
O 1.130855 1.652624 -0.436080 0.00 0.15 -0.07
C 0.610175 -0.499832 0.517608 -0.17 -0.10 -0.07
O 0.865078 -1.324583 1.380149 0.05 -0.10 0.11
N -0.348769 -0.584570 -0.404795 -0.03 0.28 -0.15
C -1.268148 -1.695260 -0.545508 -0.03 -0.02 0.02
C -1.120178 -2.328815 -1.934231 0.22 -0.23 0.22
C -1.383425 -3.833923 -1.914478 -0.26 0.08 -0.24
C -2.854680 -4.214760 -1.771584 0.20 -0.13 0.23
C -3.556424 -3.604825 -0.558359 -0.22 0.02 -0.29
C -3.818155 -2.105561 -0.717878 0.08 0.01 0.23
C -2.685639 -1.201687 -0.225346 -0.03 -0.16 -0.07
H 1.860222 5.863396 0.639789 -0.01 0.01 -0.01
H 2.815391 5.634749 -0.847269 -0.09 0.01 -0.01
H 1.884456 4.275788 -0.180347 -0.01 0.01 0.01
H 2.909901 5.206438 2.675249 0.11 -0.05 -0.03
H 4.435042 4.291927 2.533140 -0.08 0.04 0.08
H 1.622676 3.256967 1.900830 -0.05 -0.04 0.05
H 2.608738 2.822238 3.301659 -0.05 0.00 0.04
H 3.475871 2.388478 0.406009 0.09 -0.07 0.14
H 4.229325 1.672962 1.849484 -0.02 -0.01 -0.09
H 2.457616 0.087803 1.932489 -0.07 0.03 -0.16
H -0.423537 0.204102 -1.037102 0.09 -0.02 0.13
H -0.948083 -2.421252 0.209254 -0.07 0.05 -0.12
H -0.091005 -2.168528 -2.265344 -0.06 0.05 -0.01
H -1.779164 -1.836384 -2.650315 -0.02 0.09 -0.13
H -1.009023 -4.267889 -2.844786 0.06 -0.04 0.05
H -0.812886 -4.277250 -1.095245 0.08 -0.04 0.01
H -2.916785 -5.303687 -1.704617 -0.04 -0.02 -0.08
H -3.393505 -3.914284 -2.673865 -0.05 -0.03 -0.04
H -4.516504 -4.112834 -0.440253 0.04 -0.02 0.09
H -2.975831 -3.791573 0.345503 0.00 -0.09 0.15
H -4.717587 -1.834636 -0.160744 -0.02 0.04 -0.08
H -4.024628 -1.899906 -1.769883 -0.07 0.02 -0.03
H -2.759877 -1.083014 0.857680 0.02 0.09 0.01
H -2.816714 -0.211223 -0.670032 0.03 0.05 0.05

45
Properties=species:S:1:pos:R:3:forces:R:3 method="wB97M-V/def2-TZVPD" e_homo_ev=-6.6 lumo_ev=0.76 spin_multiplicity=1 de_lowest_kcal_mol=20.4 homo_lumo_gap_ev=7.36
Pd 0.426300 0.522191 -0.355584 0.58 -0.58 -0.02
O -0.919581 -0.053256 2.070409 -0.12 -0.07 0.08
C -1.682300 -1.230104 2.089741 0.11 0.00 -0.11
C -1.814822 -1.946838 0.756134 0.02 0.05 -0.07
C -2.704020 -3.013975 0.655762 -0.04 -0.07 0.02
C -2.849767 -3.657727 -0.556765 -0.02 -0.03 0.01
C -2.105362 -3.217481 -1.642325 0.02 0.01 0.00
C -1.245518 -2.151879 -1.451630 0.07 -0.03 0.01
N -1.096443 -1.529159 -0.280656 -0.18 0.05 0.20
H -1.178591 0.474621 1.297243 -0.14 0.15 0.01
H -2.693254 -1.043763 2.469830 -0.04 0.02 0.01
H -1.196267 -1.903950 2.799991 0.00 -0.03 0.01
H -3.277534 -3.323497 1.522013 0.01 0.02 -0.01
H -3.538007 -4.487325 -0.659334 0.01 0.01 0.00
H -2.190575 -3.687075 -2.612840 0.01 0.01 0.01
H -0.629332 -1.777929 -2.262299 0.00 0.03 0.00
C 0.502197 3.510732 -1.136776 -0.07 0.00 -0.10
P -0.961159 2.566059 -1.637039 -0.43 0.30 0.00
C -2.137605 3.834338 -2.169956 -0.07 -0.03 -0.03
C -0.594452 1.715536 -3.186594 0.00 -0.01 0.08
O -1.615461 1.727117 -0.559879 0.56 -0.04 -0.23
H 0.445672 4.536208 -1.509909 -0.02 -0.03 0.00
H 1.401615 3.025706 -1.508939 0.06 -0.04 0.04
H 0.527687 3.520086 -0.048234 0.03 0.02 0.05
H -1.720192 4.439225 -2.976221 -0.03 0.01 0.01
H -2.402353 4.478100 -1.331050 0.03 -0.01 0.01
H -3.039727 3.332647 -2.523974 0.00 0.06 0.01
H -0.127764 2.406914 -3.890996 -0.03 0.02 0.02
H -1.531884 1.345291 -3.604015 0.01 -0.01 -0.01
H 0.084347 0.887420 -2.992497 0.04 -0.03 -0.02
S 2.594451 0.082707 -1.492662 -0.31 0.18 0.06
C 2.271319 -0.210705 0.187730 -0.12 -0.01 0.18
N 2.099977 -1.500945 0.673227 -0.01 0.07 -0.08
C 2.577258 -1.952117 1.967704 -0.02 0.03 -0.05
C 2.425800 -0.829173 2.975242 -0.05 0.03 -0.05
C 3.164200 0.380253 2.438696 -0.06 0.02 -0.06
N 2.592469 0.751417 1.148945 0.15 -0.02 -0.01
H 2.022069 -2.185238 -0.059934 0.05 0.02 0.01
H 3.631641 -2.258888 1.921957 0.01 -0.02 0.01
H 1.994540 -2.825242 2.264630 -0.02 -0.01 -0.01
H 2.835884 -1.126589 3.940323 0.00 -0.01 0.01
H 1.368841 -0.576844 3.088808 0.02 -0.02 0.03
H 4.233174 0.145502 2.343806 0.03 0.01 0.02
H 3.065689 1.230744 3.112359 -0.01 0.03 0.00
H 2.986840 1.576865 0.725570 -0.02 -0.06 -0.03

57
Properties=species:S:1:pos:R:3:forces:R:3 method="wB97M-V/def2-TZVPD" e_homo_ev=-11.9 lumo_ev=-4.89 charge=+1 spin_multiplicity=1 de_lowest_kcal_mol=203.5 homo_lumo_gap_ev=7.04
N -0.286798 -2.188309 -1.451993 -0.27 0.39 -2.62
C -0.036652 -1.386499 -2.717432 1.32 1.47 2.45
N -1.172052 -1.419042 -3.718254 1.56 1.04 -3.62
C -0.993708 -1.029775 -5.031328 -1.77 -0.91 1.25
N -2.240162 -1.150576 -5.934028 2.28 -0.76 2.28
N 0.310260 -0.558384 -5.637485 -1.38 0.58 2.25
C 0.700944 0.832776 -5.187795 1.63 5.83 2.10
C -0.178882 2.212862 -5.476194 1.14 -0.45 0.89
C 0.200698 3.716670 -4.988097 2.57 -3.89 0.81
N 1.457366 3.961536 -4.224794 -1.62 -5.23 -1.96
C 2.306324 2.763840 -3.967224 -1.24 -1.05 -0.91
C 2.095270 1.191801 -4.334241 -3.33 2.29 -1.48
H -1.137390 -1.820594 -0.972470 0.83 -0.59 -0.51
H -0.361763 -3.199490 -1.698088 -0.10 1.13 0.51
H 0.064661 -0.250056 -2.367909 -0.25 -2.39 -0.88
H 1.012527 -1.655069 -3.201101 -2.55 0.24 0.81
H -2.115296 -1.754782 -3.403834 1.24 0.44 -0.42
H -2.253108 -2.185140 -6.173488 0.01 1.57 -0.13
H -3.109315 -0.977563 -5.366803 1.22 -0.18 -0.50
H 1.109317 -1.198586 -5.403488 -1.16 0.64 -0.15
H -1.206912 2.082426 -6.060471 2.48 0.28 1.32
H -0.512496 4.634332 -5.242385 1.83 -2.31 0.65
H 3.326283 2.993084 -3.386058 -2.64 -0.45 -1.44
H 2.876809 0.342103 -4.043024 -1.77 2.22 -0.69
C -1.794830 -0.364225 2.997348 -0.27 0.49 0.97
C -3.287748 -0.150843 2.762022 0.03 -0.88 0.51
O -3.368485 0.675323 1.602835 1.23 0.14 -1.07
S -2.114040 0.331433 0.618694 0.08 0.92 1.35
O -2.574592 -0.593542 -0.392959 0.67 0.82 0.40
O -1.428155 1.563376 0.305193 -1.04 -1.81 -0.16
O -1.219876 -0.500226 1.698839 -0.77 0.20 -1.45
H -1.343242 0.508455 3.480097 -0.10 -0.19 -0.04
H -1.594862 -1.255475 3.598147 0.05 0.08 -0.31
H -3.779094 0.328421 3.612113 0.11 0.13 -0.30
H -3.790585 -1.097498 2.537674 0.04 0.07 0.11
C 3.163980 -2.322573 1.209321 -0.40 0.47 -0.17
C 3.048722 -2.727093 -0.257921 -0.37 -0.41 0.26
O 4.358015 -2.556694 -0.795968 0.53 0.28 0.67
S 5.454775 -2.864715 0.371365 0.92 -0.30 0.14
O 5.908645 -4.228836 0.215452 -0.45 1.98 0.29
O 6.356998 -1.740110 0.458882 -1.12 -1.63 -0.30
O 4.433158 -2.810699 1.640726 0.39 -0.32 -0.93
H 3.162748 -1.233310 1.319109 -0.07 -0.08 -0.04
H 2.363678 -2.749842 1.819428 0.32 -0.06 -0.02
H 2.325321 -2.115964 -0.802883 0.29 -0.01 0.06
H 2.778546 -3.783908 -0.355280 -0.07 0.08 0.06
C -1.834656 3.065944 5.747127 -0.28 0.84 0.26
C -1.000148 3.238151 7.013484 0.51 0.27 -0.52
O -1.378842 2.155274 7.860094 -0.75 -0.86 -0.68
S -1.763286 0.868464 6.934486 0.10 -0.39 0.79
O -0.608815 0.000276 6.866857 -1.72 0.87 -0.13
O -3.075737 0.404288 7.319733 1.84 0.39 -0.54
O -1.888509 1.659476 5.514445 0.37 -0.55 0.66
H -2.857662 3.425745 5.897299 0.12 0.01 -0.01
H -1.392181 3.577829 4.888370 -0.03 -0.31 0.08
H -1.184101 4.195667 7.506531 -0.10 -0.32 0.08
H 0.068937 3.139868 6.797318 -0.10 0.09 -0.02

46
Properties=species:S:1:pos:R:3:forces:R:3 method="wB97M-V/def2-TZVPD" e_homo_ev="-16.2 / -16.9" lumo_ev="-7.28 / -7.11" charge=+2 s_squared=0.7530 spin_multiplicity=2 homo_lumo_gap_ev="8.89 / 9.76"
Ti 0.346989 0.392134 -0.071853 0.03 -0.07 -0.09
C -2.905289 0.566766 -0.371655 -0.01 -0.04 -0.01
C -2.402678 -0.433473 -1.409683 -0.03 0.01 0.00
N -0.995258 -0.102728 -1.767249 0.06 -0.03 0.11
C -0.335044 -1.091262 -2.659914 -0.01 0.00 -0.02
C 0.622458 -1.946895 -1.855827 0.00 0.00 0.00
N 1.575307 -1.059168 -1.125990 -0.04 0.00 0.04
C 2.565864 -1.835288 -0.317693 0.00 0.00 -0.01
C 2.061925 -2.165428 1.082540 0.00 -0.01 0.00
C 2.246619 -1.052635 2.106328 0.01 -0.01 0.02
N 1.414281 0.165902 1.857779 -0.06 0.03 -0.11
C 0.336217 0.366643 2.862486 -0.01 0.01 0.03
C -0.770829 -0.631335 2.604629 -0.01 0.00 0.02
N -1.227643 -0.493062 1.187012 0.08 0.01 -0.05
C -2.540281 0.223791 1.075458 0.00 0.03 0.00
H -2.523659 1.556735 -0.641515 0.00 0.01 0.00
H -3.989959 0.648131 -0.433725 0.00 -0.01 0.00
H -2.444635 -1.464828 -1.048537 -0.01 -0.01 0.00
H -3.019910 -0.396279 -2.308209 0.01 0.01 0.00
H -1.050884 0.779165 -2.282959 0.01 0.01 0.00
H -1.069283 -1.714532 -3.172019 -0.01 0.01 0.00
H 0.213027 -0.543643 -3.429447 -0.01 -0.01 -0.01
H 0.084990 -2.548099 -1.116606 0.00 0.00 0.00
H 1.165535 -2.639771 -2.501083 0.00 0.00 0.00
H 2.099467 -0.546358 -1.836128 0.00 -0.01 -0.01
H 2.806448 -2.752411 -0.857589 0.01 0.01 0.00
H 3.482191 -1.246692 -0.258084 0.00 0.00 0.00
H 1.017639 -2.500558 1.043031 0.00 0.00 0.00
H 2.622169 -3.029061 1.445084 -0.01 0.00 0.00
H 2.023620 -1.430095 3.105553 0.00 0.00 0.00
H 3.293811 -0.749033 2.114648 0.00 0.00 0.00
H 2.026738 0.976474 1.914072 0.01 -0.01 0.01
H 0.716076 0.268466 3.881395 0.01 0.01 -0.01
H -0.038107 1.388898 2.749722 0.00 0.00 0.01
H -0.412368 -1.649270 2.759200 0.00 0.00 0.00
H -1.602940 -0.475005 3.291314 0.00 0.00 -0.01
H -1.400675 -1.432651 0.834427 0.00 -0.01 0.00
H -3.306239 -0.407185 1.529379 0.00 -0.01 -0.01
H -2.472614 1.130169 1.677704 -0.01 0.00 0.00
O 0.816796 2.088614 -0.433376 -0.11 0.03 0.09
N 0.934962 3.430281 -0.282951 0.06 -0.02 -0.01
C 0.375568 4.083892 -1.233414 0.03 0.00 0.00
C -0.328911 3.382857 -2.279783 -0.08 0.03 -0.02
N -0.906868 2.713598 -3.010589 0.04 -0.01 0.00
C 0.427637 5.514118 -1.215718 0.06 0.02 0.05
N 0.467742 6.660107 -1.200165 -0.03 0.00 -0.03

The E_tot results, record by record, are as follows: -924.2813, -845.0205, -1691.9721, -2880.3496, -1817.2240 a.u..